This record from the OMol25 dataset describes C19H26BF4N5O5SY as an isolated structure. The level of theory is ωB97M-V/def2-TZVPD.

The geometry in XYZ format:
```
62
Properties=species:S:1:pos:R:3:forces:R:3:nbo_charge:R:1
Y -0.309833 0.004523 -0.035971 -0.376 -0.246 -0.941 2.187
F -1.274333 -3.534905 -1.517830 0.020 0.117 0.038 -0.482
B -0.927683 -2.340242 -1.061780 -0.129 -0.258 -0.126 1.337
F -1.886121 -1.703580 -0.161565 -0.053 -0.064 -0.046 -0.552
F 0.287033 -2.271980 -0.296450 0.004 -0.044 -0.041 -0.539
F -0.738024 -1.307295 -2.048299 -0.075 -0.178 -0.134 -0.552
N 0.113328 -0.309868 7.570905 -0.004 0.005 -0.022 -0.272
C 0.084499 -0.254344 6.424047 0.009 0.003 -0.145 0.262
C 0.053343 -0.180619 4.982533 -0.026 0.003 0.151 -0.157
C 1.241386 -0.037168 4.268952 -0.001 -0.012 0.022 -0.154
C 1.194549 0.041977 2.887761 0.054 0.069 0.062 -0.212
C -0.008159 -0.013181 2.168715 0.300 0.047 1.183 -0.624
C -1.176950 -0.186011 2.926600 -0.012 0.074 0.010 -0.235
C -1.163248 -0.258320 4.311491 -0.014 -0.039 0.031 -0.151
H 2.182882 0.007146 4.800590 -0.013 -0.001 0.003 0.231
H 2.141964 0.144741 2.364295 -0.003 0.017 -0.008 0.196
H -2.148053 -0.281162 2.439063 0.003 0.008 -0.013 0.203
H -2.078810 -0.385656 4.873874 0.008 -0.001 0.001 0.234
C 1.468568 3.302777 -1.185935 0.071 0.023 -0.054 -0.409
N 2.638925 2.467888 -1.475343 0.079 0.114 0.000 -0.351
C 3.936152 3.095771 -1.759098 -0.081 0.019 0.035 -0.416
C 2.511065 1.160554 -1.446955 -0.084 -0.197 0.009 0.737
C 3.690513 0.275280 -1.691530 -0.029 -0.006 -0.020 -0.710
O 1.379718 0.640081 -1.191631 0.539 0.456 0.013 -0.825
H 1.754139 4.346850 -1.251996 0.007 -0.004 -0.008 0.230
H 1.100477 3.110267 -0.177584 -0.006 -0.008 0.025 0.214
H 0.671735 3.119039 -1.901183 -0.032 -0.029 -0.001 0.237
H 3.821577 4.171077 -1.679181 0.003 0.002 0.009 0.231
H 4.273174 2.858477 -2.766115 -0.013 -0.009 -0.027 0.222
H 4.689721 2.774408 -1.042945 0.004 -0.016 0.017 0.223
H 4.242489 0.576909 -2.580135 0.000 -0.006 -0.002 0.250
H 3.349057 -0.749030 -1.801471 -0.011 -0.004 0.003 0.263
H 4.373579 0.332350 -0.841077 0.005 0.009 -0.010 0.257
C -1.947889 8.170089 -2.175822 0.049 0.004 -0.058 -0.614
C -2.034200 6.963052 -3.101883 0.080 0.030 0.087 -0.652
S -2.386464 5.460997 -2.191382 0.097 0.308 -0.010 2.178
O -1.216249 4.604913 -2.234218 0.063 0.081 0.119 -0.988
O -2.978055 5.786334 -0.918803 0.242 0.106 -0.130 -0.941
C -3.634880 4.647947 -3.156861 -0.072 0.087 -0.294 -0.690
C -4.344957 3.574412 -2.343354 -0.056 -0.213 0.001 -0.235
N -3.489873 2.955279 -1.322949 -0.251 -0.304 0.015 -0.327
C -2.526797 2.049738 -1.568278 -0.049 -0.078 0.118 0.487
N -1.936024 1.674841 -0.431917 -0.130 0.155 -0.172 -0.660
C -2.540130 2.383799 0.584284 0.149 -0.064 0.050 -0.027
C -3.489134 3.168874 0.042221 -0.272 -0.072 0.080 0.184
N -4.355364 4.075499 0.758552 0.496 0.715 -0.370 0.537
O -4.019655 4.333667 1.889165 -0.178 -0.273 0.167 -0.326
O -5.276517 4.582055 0.151088 -0.328 -0.300 0.277 -0.366
C -2.198106 1.557287 -2.931849 0.014 0.015 0.086 -0.678
H -1.779700 9.061441 -2.778620 0.014 -0.003 0.012 0.235
H -1.123308 8.071492 -1.472174 -0.002 -0.009 0.004 0.226
H -2.865349 8.299828 -1.607155 -0.018 -0.013 -0.016 0.240
H -1.095637 6.758021 -3.615801 -0.022 0.047 -0.034 0.252
H -2.821393 7.077231 -3.847744 -0.012 0.022 0.030 0.241
H -3.134668 4.262282 -4.045857 -0.048 0.004 0.008 0.245
H -4.363626 5.399071 -3.459319 0.000 -0.009 -0.022 0.264
H -4.702389 2.790326 -3.008949 0.027 -0.044 0.033 0.234
H -5.196128 3.996354 -1.827284 0.033 -0.013 0.012 0.285
H -2.268056 2.294660 1.622980 0.029 -0.021 -0.014 0.265
H -3.061451 1.078396 -3.396391 -0.008 0.014 0.006 0.253
H -1.398983 0.821843 -2.889970 0.002 -0.022 0.012 0.255
H -1.868259 2.385020 -3.558757 0.008 0.004 -0.007 0.251
```
Positions in Å, forces in eV/Å.

Summary:
Total charge   +1
Kohn-Sham gap   8.55 eV
E   -2250.45509 Eh
Relative energy (zero: lowest compared OMol25 entry of this formula, charge and spin)   0.0 kJ/mol

---

This record from the OMol25 dataset describes a 4-piece molecular cluster, C10H16N2O2 overall. The level of theory is ωB97M-V/def2-TZVPD.

The geometry in XYZ format:
```
30
Properties=species:S:1:pos:R:3:forces:R:3:nbo_charge:R:1
C -4.820289 1.520925 1.870650 -4.644 -2.599 0.896 -0.258
C -6.177155 1.386857 1.638286 -0.213 -1.103 -0.326 -0.051
C -5.675978 -0.352988 2.889007 2.667 -1.895 1.485 -0.025
C -4.524107 0.429630 2.712672 0.923 -0.240 0.369 -0.249
C 0.610959 1.527645 0.348147 -0.339 0.320 -1.097 1.020
C -0.344858 1.008869 3.724940 0.548 -0.275 1.597 -0.733
C 3.675605 -1.594010 -3.420799 -1.376 0.235 0.130 -0.444
C 5.200544 -0.897186 -5.222175 2.401 2.877 -1.026 -0.404
C -3.277730 0.148015 3.268208 4.669 2.147 0.693 -0.130
C -1.637962 1.380024 3.174810 -5.210 -3.253 -0.689 -0.100
N -6.677589 0.164337 2.181874 -0.980 0.568 0.011 -0.526
N 3.892556 -0.703306 -4.636500 0.217 -1.832 0.555 -0.645
O 1.015600 0.465645 0.437874 0.888 -1.989 0.772 -0.507
O 0.193808 2.565896 0.101443 -0.561 1.653 0.276 -0.512
H -4.274327 2.312116 1.577531 1.937 2.365 -0.860 0.222
H -6.825253 1.988810 1.064305 -0.582 0.522 -0.468 0.204
H -5.603513 -1.332562 3.462918 -0.844 1.482 -0.990 0.217
H -0.398060 0.055984 4.361568 0.268 1.479 -0.890 0.233
H 0.476439 0.958353 2.991617 -0.335 -0.376 0.092 0.212
H -0.057633 1.891496 4.363357 0.016 -0.910 -0.046 0.230
H 3.835300 -1.098594 -2.445100 0.887 0.035 -0.426 0.183
H 2.562734 -1.705535 -3.324701 0.864 -0.620 -0.459 0.202
H 4.198821 -2.625764 -3.392985 -0.820 1.910 -0.595 0.209
H 5.970055 -1.091071 -4.453482 0.060 0.724 0.097 0.160
H 5.426996 -1.748277 -5.862066 -1.206 -0.162 -0.491 0.192
H 5.554822 0.129038 -5.889121 -1.041 -2.951 1.973 0.184
H -3.199282 -0.610506 4.048648 0.280 0.192 -0.191 0.168
H -1.755964 1.935526 2.258176 0.065 0.290 0.001 0.155
H -7.618172 -0.307981 2.250248 1.453 1.619 -0.639 0.431
H 3.768810 0.273445 -4.408557 0.010 -0.215 0.246 0.363
```
Positions in Å, forces in eV/Å.

Summary:
Kohn-Sham gap (alpha / beta)   7.05 / 8.24 eV
E   -650.38404 Eh
Relative energy (zero: lowest compared OMol25 entry of this formula, charge and spin)   693.6 kJ/mol

---

This record from the OMol25 dataset describes C26H27Cl2N3O5PPdSTe as an isolated structure. The level of theory is ωB97M-V/def2-TZVPD.

The geometry in XYZ format:
```
67
Properties=species:S:1:pos:R:3:forces:R:3:nbo_charge:R:1
Pd 0.443408 -0.078877 0.077309 -0.513 0.390 -0.511 0.644
C -2.655816 1.601886 7.797408 -0.007 0.010 0.004 -0.624
C -1.696266 1.027656 6.789368 0.028 -0.045 0.002 -0.027
C -1.553422 1.601487 5.527358 0.011 -0.022 0.003 -0.230
C -0.682359 1.064587 4.593477 -0.068 0.026 0.006 -0.120
C 0.057729 -0.063662 4.916714 0.118 0.058 -0.032 -0.342
C -0.069813 -0.649795 6.163605 0.020 -0.049 -0.004 -0.184
C -0.943660 -0.102928 7.093007 -0.040 0.047 -0.006 -0.228
S 1.196169 -0.714590 3.708173 -0.264 -0.168 0.085 2.350
O 2.095251 0.373500 3.407939 0.011 0.019 0.041 -0.975
O 1.774423 -1.910445 4.287597 0.013 -0.095 0.041 -0.994
N 0.269380 -0.960227 2.463785 0.283 0.213 0.211 -0.987
C -0.137666 -2.120385 1.932153 -0.071 0.014 -0.164 0.424
C -0.234161 -3.387116 2.546391 -0.055 -0.112 -0.059 -0.298
C -0.697844 -4.449534 1.806713 0.031 0.056 0.091 -0.151
C -1.080225 -4.278104 0.474933 -0.022 0.095 -0.060 -0.339
C -0.958939 -3.013474 -0.066883 -0.160 -0.183 0.071 0.068
N -0.501927 -1.975825 0.625697 0.276 0.143 0.305 -0.517
H -2.985268 2.598178 7.502679 -0.001 0.000 0.003 0.210
H -2.195359 1.674575 8.784060 -0.001 -0.002 0.000 0.211
H -3.544451 0.974251 7.896647 0.001 -0.002 -0.006 0.214
H -2.133318 2.482008 5.274159 -0.002 0.000 0.001 0.201
H -0.576504 1.504727 3.609547 0.005 0.009 0.006 0.233
H 0.521060 -1.527184 6.392407 0.002 0.009 0.005 0.236
H -1.040573 -0.561798 8.071244 -0.002 0.005 0.003 0.200
H 0.078125 -3.500024 3.573217 0.022 0.024 -0.003 0.239
H -0.768358 -5.427083 2.270492 -0.004 0.000 -0.013 0.203
H -1.453966 -5.097519 -0.122380 -0.005 0.010 -0.003 0.209
H -1.239796 -2.812089 -1.091871 0.034 0.004 -0.023 0.204
N -7.587062 5.583425 -1.521985 0.016 -0.012 0.003 -0.351
C -6.666304 4.918514 -1.335696 -0.147 0.105 -0.027 0.298
C -5.521410 4.092710 -1.104081 0.198 -0.126 0.051 -0.223
C -5.327337 2.932145 -1.854499 -0.035 0.034 -0.001 -0.156
C -4.221360 2.138417 -1.629596 0.039 -0.009 0.015 -0.232
C -3.273643 2.477512 -0.652471 -0.152 0.058 -0.027 0.030
C -3.483575 3.646781 0.094678 0.049 -0.068 -0.004 -0.236
C -4.588634 4.442018 -0.125198 -0.066 0.029 -0.028 -0.148
C -2.131912 1.660770 -0.426800 0.162 -0.039 -0.038 -0.200
C -1.139882 0.984538 -0.231307 -0.092 -0.275 0.204 -0.191
H -6.050364 2.660387 -2.612322 0.003 -0.001 0.000 0.220
H -4.071200 1.237931 -2.209741 0.002 0.002 -0.001 0.224
H -2.759438 3.913859 0.852300 -0.003 0.006 -0.001 0.225
H -4.740381 5.340856 0.457920 0.003 0.000 -0.001 0.218
Cl -0.979847 -0.004938 -4.971116 -0.037 -0.004 -0.059 -0.061
C -0.109532 0.004867 -3.422769 0.011 0.002 0.055 -0.392
Cl 0.390139 -1.620878 -2.933041 0.045 0.018 -0.205 -0.033
H -0.765959 0.400801 -2.655899 0.001 -0.006 0.007 0.251
H 0.777785 0.615752 -3.531708 0.012 -0.018 0.015 0.233
C 3.929212 -2.668090 -2.203891 0.012 0.004 -0.010 -0.641
C 4.772214 -1.447960 -1.899583 -0.022 -0.022 0.003 -0.065
O 3.953646 -0.261635 -1.788974 0.005 -0.065 0.031 -0.834
P 3.259158 0.081822 -0.390816 -0.050 0.177 0.115 2.065
O 2.365883 -1.006530 0.126754 0.212 -0.528 -0.044 -1.121
Te 1.811545 1.952744 -0.689823 0.122 0.196 -0.035 -0.237
O 4.474517 0.239739 0.619703 0.064 0.058 -0.059 -0.836
C 5.085433 1.508117 0.918026 -0.018 0.038 0.060 -0.053
C 4.685593 1.931516 2.312076 0.024 0.022 -0.037 -0.635
H 4.572247 -3.546094 -2.294905 0.012 0.006 -0.004 0.203
H 3.388397 -2.531804 -3.140246 -0.012 0.001 0.007 0.215
H 3.206755 -2.839613 -1.407168 0.004 -0.004 -0.005 0.243
H 5.469485 -1.234822 -2.709472 0.008 -0.001 0.006 0.181
H 5.346324 -1.575524 -0.979135 -0.011 -0.007 0.006 0.184
H 4.779991 2.250122 0.175025 -0.004 -0.001 0.004 0.180
H 6.162531 1.361008 0.825683 -0.004 -0.024 -0.005 0.175
H 3.604319 2.044980 2.377615 0.018 -0.011 0.016 0.253
H 5.167322 2.877639 2.569489 0.012 0.001 -0.017 0.196
H 4.980435 1.171041 3.034051 -0.023 0.006 0.017 0.222
```
Positions in Å, forces in eV/Å.

Summary:
Total charge   -1
Kohn-Sham gap   7.28 eV
E   -3603.40055 Eh
Relative energy (zero: lowest compared OMol25 entry of this formula, charge and spin)   32.6 kJ/mol

---

This record from the OMol25 dataset describes C28H38BiN6O10Sb as an isolated structure. The level of theory is ωB97M-V/def2-TZVPD.

The geometry in XYZ format:
```
84
Properties=species:S:1:pos:R:3:forces:R:3:mulliken_charge:R:1
Bi 0.579029 0.143200 -0.012721 0.089 0.572 0.027 2.588
O -0.459771 -4.625717 0.067513 0.043 0.020 0.007 -0.706
C -0.845857 -4.686868 -1.224879 0.016 0.020 0.071 0.483
C -1.438866 -5.874900 -1.649284 -0.064 -0.037 -0.059 -0.765
C -1.873137 -6.008997 -2.952167 0.015 0.031 -0.021 -0.289
C -1.719525 -4.961193 -3.860292 -0.007 -0.024 0.040 -0.847
C -1.112486 -3.793105 -3.444781 -0.013 0.019 -0.007 -0.690
C -0.663582 -3.632628 -2.130340 0.065 0.123 -0.013 -0.129
C 0.022680 -2.373798 -1.729515 -0.112 -0.121 0.274 0.981
O 0.174419 -2.137702 -0.445604 0.178 -0.016 -0.276 0.166
N 0.440364 -1.592107 -2.678086 0.047 0.296 0.078 -0.908
N 1.082262 -0.463177 -2.155835 -0.061 -0.305 -0.013 0.471
C 1.904148 0.129637 -2.944892 0.182 0.050 -0.016 -0.912
C 2.838131 1.172606 -2.596929 -0.072 -0.074 -0.065 1.176
C 3.461363 1.845625 -3.662462 -0.087 -0.057 -0.010 -0.613
C 4.427586 2.796843 -3.452002 0.047 0.068 0.133 -0.865
C 4.819599 3.066339 -2.134365 -0.004 -0.004 -0.110 -0.647
C 4.249769 2.400695 -1.074202 -0.054 0.005 0.053 -0.895
C 3.226009 1.453231 -1.263570 0.066 -0.075 -0.010 -0.145
O 2.718947 0.845290 -0.210543 -0.195 -0.099 -0.167 -0.328
H -0.129908 -3.717171 0.226439 -0.013 0.002 -0.039 0.099
H -1.546089 -6.676726 -0.929488 -0.009 0.030 -0.019 0.461
H -2.335607 -6.936765 -3.266135 0.003 0.017 -0.002 0.393
H -2.065614 -5.064049 -4.880542 0.014 0.000 0.022 0.406
H -0.965981 -2.968773 -4.131247 0.008 -0.039 0.018 0.426
H 1.927322 -0.250349 -3.965945 0.032 0.015 -0.010 0.402
H 3.149374 1.603228 -4.673416 0.021 -0.007 0.028 0.401
H 4.878709 3.323019 -4.282050 0.000 -0.017 0.018 0.406
H 5.585312 3.809365 -1.944463 -0.015 -0.017 -0.001 0.415
H 4.554935 2.609102 -0.055588 0.009 0.002 -0.026 0.405
C 1.840281 2.431836 2.492123 0.023 0.040 0.097 -0.721
O 1.153462 1.211928 2.756324 0.061 -0.046 0.023 -0.182
C 1.941915 0.254973 3.450691 -0.122 0.191 -0.020 -0.905
C 2.941296 -0.423345 2.559562 0.046 -0.132 0.044 -0.174
O 2.230029 -1.292025 1.684768 0.268 0.006 -0.350 0.096
C 3.143445 -2.053098 0.886584 -0.146 -0.039 0.034 -0.833
H 2.361930 2.780350 3.389609 -0.039 0.006 0.010 0.418
H 1.087831 3.167017 2.212965 -0.018 -0.014 -0.014 0.040
H 2.556756 2.323943 1.674875 -0.004 -0.008 -0.002 0.225
H 1.249776 -0.494244 3.841214 -0.020 0.039 0.024 0.101
H 2.460537 0.725454 4.293182 -0.022 0.063 0.013 0.478
H 3.639415 -1.012817 3.164039 -0.007 -0.035 0.036 0.561
H 3.510031 0.304770 1.975198 0.043 -0.031 -0.026 0.030
H 3.768784 -2.674258 1.532428 0.004 -0.009 0.022 0.406
H 3.770577 -1.389812 0.287746 -0.003 0.024 0.005 0.206
H 2.550006 -2.688148 0.233190 -0.015 0.011 0.006 0.084
C -3.432982 2.145542 2.425563 0.138 -0.016 -0.003 -1.077
C -2.484477 2.922199 1.577187 0.158 -0.157 -0.074 0.169
N -1.473757 2.443823 0.873698 -0.197 0.079 0.000 0.169
C -0.903296 3.533675 0.260010 0.056 -0.459 -0.139 0.319
C -1.569791 4.675004 0.601665 -0.003 0.307 0.098 -0.143
N -2.569626 4.262773 1.431465 -0.125 0.078 0.111 -0.074
C -1.454808 6.126634 0.303686 0.199 0.107 -0.137 0.587
O -0.431830 6.506396 -0.429090 -0.344 0.226 0.232 -0.583
O -2.285307 6.886193 0.750105 -0.060 -0.003 0.037 -0.648
C 0.196196 3.395301 -0.729934 0.203 0.114 0.064 0.182
O 0.801682 4.415914 -1.079452 0.122 -0.171 -0.183 -0.932
O 0.434087 2.230582 -1.199321 -0.115 -0.162 0.200 -1.045
H -3.630363 1.183696 1.959056 -0.016 -0.063 -0.030 0.097
H -4.376212 2.678373 2.547292 0.030 -0.008 -0.009 0.455
H -3.010418 1.960554 3.414547 0.007 -0.001 -0.003 0.206
H -3.237338 4.903563 1.833886 -0.001 -0.008 -0.004 0.253
H 0.138808 5.710453 -0.681625 0.064 -0.092 -0.077 0.449
C -3.004882 -2.408302 1.238354 -0.054 0.150 -0.170 -1.221
Sb -1.442860 -1.324144 2.224901 -0.306 -0.679 0.453 1.056
C -2.502976 -1.348235 4.101352 -0.078 0.317 0.108 -1.470
C -0.377096 -3.096264 2.835735 0.159 0.097 -0.052 -1.454
H -3.338922 -3.214787 1.890585 0.004 -0.013 -0.042 0.459
H -2.629688 -2.814829 0.298107 -0.032 0.004 0.055 0.198
H -3.842633 -1.736700 1.031971 0.054 -0.062 -0.001 0.422
H -2.506607 -2.375425 4.467680 -0.049 0.049 -0.023 0.463
H -3.532753 -1.008086 3.968513 0.079 -0.016 0.019 0.381
H -2.016580 -0.705021 4.839079 -0.044 -0.078 -0.050 0.377
H -1.032855 -3.957122 2.713844 0.028 -0.013 0.006 0.551
H -0.117677 -2.986301 3.890482 0.018 0.003 -0.044 0.489
H 0.539375 -3.239444 2.265592 -0.037 -0.018 0.036 0.154
N -1.748329 1.297018 -2.671554 -0.330 -0.183 -0.097 -0.206
C -2.265997 0.297607 -1.935140 -0.046 0.216 -0.328 0.087
N -3.473187 -0.213480 -2.295471 -0.004 0.085 0.025 -0.436
O -1.688381 -0.161069 -0.939954 0.203 -0.043 0.217 0.419
H -2.262733 1.712499 -3.425346 -0.028 -0.009 -0.024 0.220
H -0.911919 1.753574 -2.324594 0.115 0.026 0.057 -0.053
H -3.887773 -0.003113 -3.185040 0.027 -0.023 -0.001 0.181
H -3.755700 -1.055729 -1.824937 0.027 -0.025 -0.037 0.232
```
Positions in Å, forces in eV/Å.

Summary:
Kohn-Sham gap   7.79 eV
E   -2625.68403 Eh
Relative energy (zero: lowest compared OMol25 entry of this formula, charge and spin)   16.7 kJ/mol